Record 1
Entry from OMol25: C19H25BrN4O4PdS2 as an isolated structure (the ωB97M-V functional and the def2-TZVPD basis).

XYZ file:
```
56
Properties=species:S:1:pos:R:3:forces:R:3:mulliken_charge:R:1
Pd -1.285 -0.332 0.296 0.1 0.4 0.0 0.66
Br 1.037 6.483 1.549 0.0 0.0 0.0 -0.13
S 1.115 -0.281 -0.992 0.3 0.3 -0.3 2.00
S -3.677 -0.128 -0.111 0.2 0.1 0.0 -0.28
O -1.275 -0.920 2.203 0.3 -0.1 0.0 -0.68
O 1.724 -1.163 -1.944 -0.1 0.0 0.0 -0.79
O -0.067 0.489 -1.466 0.1 -0.5 0.1 -0.86
O 0.254 -0.647 3.812 0.0 -0.1 0.0 -0.65
N 0.545 -1.033 0.279 -0.2 -0.1 0.4 -0.58
N -2.744 -1.852 -1.946 -0.3 0.2 -0.1 0.05
N -3.257 -2.734 0.143 -0.2 -0.2 0.0 -0.03
N -1.132 2.378 1.284 -0.1 -0.1 -0.1 -0.12
C -3.261 -2.890 -2.850 0.2 -0.1 0.0 -0.18
C -2.325 -3.054 -4.034 0.0 0.0 0.0 -1.22
C -0.375 2.683 2.334 0.0 0.0 0.0 -0.18
C 4.690 1.198 0.013 0.0 0.0 0.0 -0.73
C 3.106 2.972 0.315 0.0 0.0 0.0 -0.52
C -0.662 4.533 0.358 0.0 0.0 0.0 -0.50
C 2.377 0.841 -0.486 0.0 0.0 0.0 -0.66
C 0.134 4.823 1.452 0.0 0.1 0.0 0.11
C -0.033 -0.863 2.657 -0.2 -0.1 -0.1 0.42
C 5.516 3.421 0.871 -0.1 0.0 0.0 -1.43
C 4.418 2.510 0.391 0.1 0.0 0.0 0.83
C 1.087 -1.126 1.631 0.0 0.0 -0.1 -0.13
C 3.679 0.360 -0.432 0.0 0.1 0.0 -0.73
C -1.273 3.288 0.325 0.0 0.1 0.1 -0.23
C -2.422 -3.933 0.055 0.0 0.0 0.1 -0.53
C -3.244 -5.208 0.136 0.0 0.0 0.0 -1.29
C 2.084 2.144 -0.115 -0.1 0.0 0.0 0.14
C -3.186 -1.683 -0.670 -0.1 0.0 0.0 0.02
C 0.286 3.897 2.466 0.0 0.0 0.0 -0.60
H 5.707 0.828 0.059 0.0 0.0 0.0 0.32
H -2.671 -0.953 -2.402 0.1 0.0 0.0 0.26
H 2.884 3.996 0.593 0.0 0.0 0.0 0.40
H -0.795 5.242 -0.447 0.0 0.0 0.0 0.42
H -3.611 -2.506 1.061 0.1 0.1 0.0 0.33
H 1.066 2.500 -0.189 0.0 0.0 0.0 0.64
H 1.903 -0.428 1.824 0.0 0.1 0.0 0.27
H 5.580 4.315 0.249 0.0 0.0 0.0 0.35
H -1.706 -3.889 0.879 0.0 0.0 0.0 0.34
H -3.754 -5.277 1.098 0.0 0.0 0.0 0.38
H -1.891 3.008 -0.521 0.0 0.0 0.0 0.30
H 3.888 -0.653 -0.748 0.0 0.0 0.0 0.42
H -0.283 1.922 3.102 0.0 0.0 0.0 0.45
H -3.351 -3.826 -2.306 0.0 0.0 0.0 0.07
H -1.347 -3.408 -3.708 0.0 0.0 0.0 0.28
H 0.903 4.103 3.330 0.0 0.0 0.0 0.44
H -1.843 -3.879 -0.863 0.0 0.0 0.0 0.36
H -2.742 -3.766 -4.746 0.0 0.0 0.0 0.41
H 1.465 -2.134 1.820 0.0 0.0 0.0 0.33
H -4.263 -2.610 -3.188 0.0 0.0 0.0 0.37
H 5.325 3.747 1.895 0.0 0.0 0.0 0.32
H -2.597 -6.080 0.035 0.0 0.0 0.0 0.37
H -2.182 -2.102 -4.549 0.0 0.0 0.0 0.33
H -4.000 -5.244 -0.650 0.0 0.0 0.0 0.30
H 6.482 2.919 0.847 0.0 0.0 0.0 0.36
```
Forces are in eV/Å.

Computed properties:
Energy, eV: -129451.62353
Charge: 0
HOMO-LUMO gap, eV: 8.2
Energy above the lowest of the compared OMol25 structures with the same formula, charge and spin, kcal/mol: 35.2

***

Record 2
Entry from OMol25: C19H25BrNO5PTa as an isolated structure at a distorted geometry (the ωB97M-V functional and the def2-TZVPD basis).

XYZ file:
```
53
Properties=species:S:1:pos:R:3:forces:R:3:mulliken_charge:R:1
Ta 0.841 0.734 -0.494 0.0 -0.5 -0.4 1.18
Br -0.001 3.807 -1.516 -0.2 0.0 -0.3 0.05
P -1.165 0.033 1.327 -0.2 0.2 0.5 0.15
O 2.183 0.386 0.722 0.0 -0.1 1.0 -0.35
O 2.782 0.613 2.939 0.2 -0.1 0.1 -0.35
O -0.294 -1.056 0.397 0.1 -0.1 -0.1 -0.13
O -1.185 0.978 -0.213 -0.1 0.0 0.2 -0.35
O -2.586 -0.541 1.456 0.0 -0.2 -0.3 -0.30
N 1.342 2.619 0.490 0.1 0.4 0.2 -0.31
C -1.905 0.612 -2.557 0.1 0.0 -0.1 -1.21
C -4.161 -1.483 3.077 0.0 -0.1 0.0 -1.18
C -3.562 -0.204 2.584 0.1 0.0 0.0 -0.17
C 0.944 3.825 0.085 0.1 0.0 0.2 0.67
C 1.952 4.867 1.964 0.0 0.0 0.0 -0.36
C 1.234 4.984 0.785 0.0 0.0 0.0 -0.65
C -0.934 -3.417 0.710 0.0 -0.1 0.0 -1.13
C 0.986 -1.319 -3.079 0.0 0.0 0.2 -0.11
C 2.861 -2.669 -1.489 0.0 0.1 0.0 -1.09
C 2.062 2.525 1.639 -0.1 0.0 -0.1 0.89
C 1.846 -0.581 -2.219 0.1 -0.3 0.0 0.15
C 2.375 3.608 2.410 0.0 0.1 0.0 -0.65
C -2.372 0.873 -1.164 -0.1 0.4 0.2 -0.01
C 0.103 -2.382 1.022 0.2 0.2 -0.1 -0.21
C 1.077 -2.689 -3.138 0.0 0.0 0.0 -0.98
C 2.008 -3.360 -2.338 0.0 -0.1 -0.1 -0.23
C 1.882 0.899 -2.277 0.2 0.5 -0.3 -0.52
C 2.432 1.120 1.952 -0.3 -0.1 -0.6 -0.32
C 2.795 -1.286 -1.432 0.0 -0.1 -0.2 -0.02
H -2.774 0.536 -3.214 0.0 0.0 0.0 0.52
H -3.400 -2.162 3.463 0.0 0.0 0.0 0.31
H 2.090 -4.438 -2.413 0.0 0.0 0.0 0.50
H 0.460 -3.247 -3.829 0.0 0.0 0.0 0.49
H 0.325 -0.789 -3.750 0.0 0.0 -0.1 0.77
H -1.884 -3.223 1.206 0.0 0.0 0.0 0.25
H -0.558 -4.378 1.067 0.0 0.0 0.0 0.46
H -4.739 -1.982 2.301 0.0 0.0 0.0 0.33
H 2.191 5.754 2.536 0.0 0.0 0.0 0.49
H 3.510 -0.740 -0.834 0.1 0.0 0.0 0.60
H 1.072 -2.599 0.580 0.0 0.0 0.0 0.27
H 2.942 3.482 3.324 0.0 0.0 0.0 0.53
H -4.837 -1.240 3.899 0.0 0.0 0.0 0.43
H 0.915 5.947 0.412 0.0 0.0 0.0 0.48
H -2.883 1.824 -1.040 0.0 0.0 0.0 0.37
H -2.997 0.333 3.346 0.0 0.0 0.0 0.40
H -1.282 1.417 -2.954 0.0 0.0 0.0 0.26
H 1.344 1.354 -3.110 -0.1 -0.1 0.0 0.58
H -2.988 0.070 -0.772 0.0 0.0 0.0 0.23
H -1.099 -3.499 -0.364 0.0 0.0 0.0 0.29
H -4.279 0.464 2.116 0.0 0.0 0.0 0.30
H 2.867 1.359 -2.182 0.0 -0.1 0.1 0.50
H 0.244 -2.193 2.088 -0.1 0.0 0.0 0.41
H -1.390 -0.345 -2.608 0.0 -0.1 0.0 0.27
H 3.605 -3.202 -0.912 0.0 0.0 0.0 0.51
```
Forces are in eV/Å.

Computed properties:
Energy, eV: -112693.55064
Charge: +3
HOMO-LUMO gap, eV: 7.9
Energy above the lowest of the compared OMol25 structures with the same formula, charge and spin, kcal/mol: 30.9

***

Record 3
Entry from OMol25: a 2-piece molecular cluster, C19H25Cl2NO5S overall at a distorted geometry (the ωB97M-V functional and the def2-TZVPD basis).

XYZ file:
```
53
Properties=species:S:1:pos:R:3:forces:R:3:mulliken_charge:R:1
Cl 2.456 -3.801 -0.287 0.6 0.7 -1.2 -0.18
Cl 2.468 -1.201 -3.986 -0.4 -0.7 1.1 -0.13
S -1.554 3.096 -1.286 0.1 -0.1 0.1 -0.22
O -4.916 -5.320 3.691 0.2 0.0 0.2 -0.63
O -0.070 2.465 2.865 2.0 -1.1 -3.9 -0.56
O -3.954 -2.769 3.149 0.7 2.0 -1.7 -0.57
O -4.263 -0.580 3.756 0.2 -3.5 -3.7 -0.51
O 3.990 2.732 1.016 -4.3 -1.3 -0.9 -0.55
N 1.659 3.213 1.436 1.1 -1.2 -0.8 -0.02
C 1.352 4.124 0.289 -0.2 2.1 -0.3 -0.56
C -4.245 -0.847 1.296 0.9 -0.2 0.1 -0.49
C 0.677 1.028 0.833 1.5 -1.3 -1.6 0.09
C 0.623 2.250 1.847 -1.7 0.2 1.1 -0.04
C 1.543 -0.964 -1.283 -1.0 1.7 1.3 0.60
C -1.802 -0.028 1.109 0.0 0.5 -0.8 0.03
C 2.942 -4.344 -2.993 0.3 0.2 -0.1 -1.09
C 3.009 -3.123 -1.928 -1.1 -0.4 -1.7 0.25
C -0.359 -0.043 0.439 3.2 -0.1 -1.0 0.41
C -2.845 -1.075 0.485 -0.8 0.5 1.2 -0.71
C -0.041 4.913 0.405 -0.7 -0.4 -0.9 -0.44
C 4.032 0.315 -1.484 -0.6 0.2 0.4 -1.26
C 1.913 -2.040 -2.435 -0.4 0.3 2.3 -0.63
C -4.161 -1.404 2.807 -0.3 3.2 2.8 0.44
C 0.104 -1.074 -0.655 2.2 3.2 1.4 -1.00
C 2.101 1.138 0.214 -2.3 -2.4 -0.8 0.07
C 2.574 0.140 -0.865 -2.8 -0.2 1.4 0.59
C -0.769 4.766 -1.047 1.1 1.4 -0.6 -0.74
C 2.794 2.404 0.882 1.5 -0.3 0.5 0.25
H 2.183 4.928 0.282 -1.2 -1.4 0.1 0.27
H -2.242 1.023 0.903 0.8 -1.6 0.3 0.16
H 2.777 -3.970 -4.069 0.4 -0.3 1.7 0.29
H 0.104 6.033 0.650 -0.1 -1.9 -0.6 0.34
H -3.091 -0.865 -0.614 0.7 -0.5 1.5 0.32
H -4.567 -4.416 3.669 -0.3 -0.2 0.1 0.45
H -1.548 5.581 -1.210 0.9 -1.2 0.4 0.38
H 4.411 -0.583 -2.071 -0.7 1.2 0.9 0.23
H -4.360 0.297 1.402 -0.1 -2.0 0.0 0.26
H -4.795 -5.595 4.608 -0.1 0.0 -0.2 0.33
H -5.119 -1.300 0.719 1.2 0.5 1.0 0.37
H -0.637 -1.880 -0.987 1.4 1.3 0.4 0.11
H 2.056 -5.054 -2.778 1.6 1.1 0.0 0.33
H 3.998 1.200 -2.220 0.2 -1.3 1.2 0.28
H 4.745 0.527 -0.603 -1.1 -0.1 -1.5 0.35
H -3.294 -3.132 2.513 -0.7 0.1 0.3 0.34
H 4.048 -2.673 -1.820 -1.5 -0.7 0.0 0.31
H -2.499 -2.147 0.666 -0.3 1.3 -0.6 0.31
H -0.757 4.512 1.199 1.2 0.3 -0.9 0.26
H -1.778 -0.109 2.261 0.3 0.0 -1.9 0.37
H 3.950 -4.875 -2.976 -1.6 0.4 0.0 0.32
H 0.046 4.941 -1.849 -1.4 -0.3 1.2 0.38
H 1.413 3.621 -0.746 -0.3 0.3 1.6 0.30
H -1.262 2.586 -2.541 0.2 1.0 0.8 0.12
H 0.959 -2.622 -2.659 1.3 0.9 0.1 0.42
```
Forces are in eV/Å.

Computed properties:
Energy, eV: -67710.01213
SMILES string: Cc1c([C@@H](Cl)[C@H](C)Cl)cc(CCCC(=O)O)c2c1C(=O)N(CCCS)C2=O.O
Charge: 0
HOMO-LUMO gap, eV: 8.2
Energy above the lowest of the compared OMol25 structures with the same formula, charge and spin, kcal/mol: 155.5